(1)
The following is a DFT calculation (ωB97M-V/def2-TZVPD) of a structure of composition C30H22N6O4Se3TaTe.

Positions of all 67 atoms, in Å:
1 Ta 0.619 -0.412 -0.412
2 O -1.006 3.265 1.874
3 C -1.087 2.410 0.999
4 N -0.023 1.774 0.439
5 C 1.176 2.506 0.390
6 C 1.240 3.876 0.151
7 C 2.464 4.476 -0.091
8 C 3.631 3.732 -0.123
9 C 3.587 2.364 0.094
10 C 2.367 1.762 0.347
11 N 2.158 0.385 0.575
12 C 2.789 -0.183 1.618
13 O 3.825 0.195 2.144
14 C 2.036 -1.309 2.266
15 C 2.741 -2.220 3.042
16 C 2.033 -3.135 3.792
17 C 0.648 -3.052 3.795
18 C 0.035 -2.092 3.011
19 N 0.704 -1.244 2.231
20 C -2.445 2.103 0.425
21 C -3.542 2.770 0.958
22 C -4.779 2.608 0.360
23 C -4.868 1.796 -0.758
24 C -3.720 1.169 -1.215
25 N -2.533 1.312 -0.639
26 H 0.329 4.456 0.134
27 H 2.499 5.537 -0.294
28 H 4.578 4.207 -0.334
29 H 4.483 1.762 0.054
30 H 3.819 -2.176 3.028
31 H 2.544 -3.889 4.376
32 H 0.041 -3.717 4.393
33 H -1.043 -1.991 3.013
34 H -3.388 3.394 1.826
35 H -5.652 3.110 0.754
36 H -5.805 1.643 -1.273
37 H -3.741 0.536 -2.097
38 Se -0.702 -0.537 -2.561
39 Se -1.800 -0.379 -4.503
40 Te 0.723 2.333 -4.456
41 Se 0.760 1.193 -2.230
42 O 1.930 -2.204 -0.012
43 N 2.556 -2.148 -1.114
44 O 1.983 -1.294 -1.864
45 C -4.722 -1.492 1.229
46 C -4.431 -2.358 0.185
47 C -3.128 -2.530 -0.237
48 C -2.078 -1.818 0.361
49 C -2.386 -0.931 1.395
50 C -3.693 -0.788 1.831
51 N -0.775 -1.978 -0.139
52 C -0.452 -3.333 -0.394
53 C -0.677 -4.300 0.594
54 C -0.297 -5.614 0.401
55 C 0.303 -6.008 -0.786
56 C 0.482 -5.074 -1.791
57 C 0.097 -3.757 -1.606
58 H -5.746 -1.343 1.546
59 H -5.222 -2.892 -0.325
60 H -2.897 -3.190 -1.064
61 H -1.610 -0.334 1.859
62 H -3.908 -0.090 2.630
63 H -1.157 -3.998 1.516
64 H -0.471 -6.336 1.189
65 H 0.608 -7.035 -0.936
66 H 0.925 -5.360 -2.736
67 H 0.217 -3.082 -2.446

Computed properties:
LUMO energy (alpha / beta) in eV: 0.9 / 1.3
Charge: -1
ΔE to the lowest compared entry with this formula, charge and spin in eV: 5.8982



(2)
The following is a DFT calculation (ωB97M-V/def2-TZVPD) of an isolated molecule of C19H37N3O3.

Positions of all 62 atoms, in Å:
1 C -8.569 -0.335 0.386
2 C -7.272 -0.234 1.235
3 O -6.183 -0.759 0.436
4 C -5.701 0.300 -0.123
5 O -6.177 1.382 -0.104
6 N -4.574 -0.034 -0.958
7 C -3.986 -1.315 -0.723
8 C -2.660 -0.992 0.132
9 C -1.645 -0.174 -0.629
10 N -0.399 -0.014 -0.126
11 C 0.114 -1.064 0.735
12 C 1.340 -0.453 1.707
13 N 2.511 0.147 0.677
14 C 3.428 -0.896 0.171
15 C 4.793 -0.159 0.160
16 C 5.777 -0.997 -0.697
17 C 5.963 -2.536 -0.213
18 C 7.131 -0.146 -0.670
19 C 1.830 0.918 -0.153
20 C 1.423 2.398 0.659
21 C 2.781 2.793 1.046
22 O 3.949 3.192 0.028
23 C 0.559 0.377 -0.825
24 C -2.367 1.121 -0.913
25 C -3.542 0.942 -1.667
26 H -8.534 -1.350 0.176
27 H -9.470 -0.192 0.761
28 H -8.467 0.373 -0.418
29 H -7.181 0.890 1.590
30 H -7.457 -0.957 2.046
31 H -4.573 -2.022 -0.072
32 H -3.726 -1.699 -1.589
33 H -2.265 -2.086 0.122
34 H -2.765 -0.954 0.991
35 H -1.569 -0.717 -1.604
36 H 0.353 -1.837 0.376
37 H -0.584 -1.270 1.613
38 H 0.951 0.354 2.414
39 H 1.796 -1.110 1.980
40 H 3.090 -1.395 -0.850
41 H 3.406 -1.899 0.954
42 H 5.023 -0.299 1.336
43 H 4.734 0.662 -0.115
44 H 5.257 -1.073 -1.571
45 H 6.786 -2.990 -0.646
46 H 6.308 -2.582 0.924
47 H 5.049 -3.167 -0.118
48 H 7.833 -0.868 -1.506
49 H 7.511 -0.230 0.556
50 H 6.923 0.693 -1.098
51 H 2.514 1.210 -0.937
52 H 0.712 2.162 1.226
53 H 1.184 3.092 -0.442
54 H 2.469 3.889 1.535
55 H 3.442 2.056 1.708
56 H 3.481 3.766 -0.542
57 H 0.972 -0.612 -1.528
58 H 0.251 1.224 -1.661
59 H -1.738 1.862 -1.234
60 H -2.579 1.463 0.051
61 H -4.209 1.739 -1.538
62 H -3.450 0.416 -2.461

Computed properties:
SMILES string: CCOC(=O)N1CCC(N2CCN(CCC(C)C)[C@H](CCO)C2)CC1
LUMO energy in eV: 0.7
ΔE to the lowest compared entry with this formula, charge and spin in eV: 19.6035



(3)
The following is a DFT calculation (ωB97M-V/def2-TZVPD) of a cluster of 2 separate species, C6H10N4 in total.

Positions of all 20 atoms, in Å:
1 C -3.835 1.060 -0.659
2 C 0.797 1.787 0.839
3 C -3.142 -0.067 -0.277
4 C 2.763 -0.152 0.458
5 C 0.890 -1.050 -1.112
6 C 1.270 -0.555 0.392
7 N -4.255 2.051 -1.082
8 N -4.246 -2.017 0.599
9 N -3.643 -1.142 0.201
10 N 0.470 0.576 0.587
11 H -0.034 2.381 1.133
12 H 1.838 2.107 0.802
13 H -2.075 -0.151 -0.256
14 H 3.082 0.362 1.396
15 H 3.420 -0.968 0.466
16 H 3.038 0.532 -0.358
17 H 0.168 -0.343 -1.428
18 H 0.510 -2.068 -1.084
19 H 1.875 -1.111 -1.736
20 H 1.108 -1.231 1.120

Computed properties:
LUMO energy in eV: 0.2
ΔE to the lowest compared entry with this formula, charge and spin in eV: 4.0718



(4)
The following is a DFT calculation (ωB97M-V/def2-TZVPD) of a cluster of 2 separate species, C8H15N2 in total.

Positions of all 25 atoms, in Å:
1 C -3.296 0.705 0.163
2 C -2.245 0.754 -0.674
3 C -1.945 -0.934 0.647
4 C 2.176 0.094 1.271
5 C 2.095 1.331 -0.953
6 C 0.591 -1.792 -0.724
7 C 1.429 0.946 0.336
8 C -0.078 -0.449 -0.870
9 N -3.066 -0.314 1.023
10 N -1.422 -0.270 -0.430
11 H -4.139 1.340 0.374
12 H -2.029 1.469 -1.525
13 H -1.312 -1.644 1.154
14 H 2.805 -0.575 0.808
15 H 1.489 -0.234 1.914
16 H 2.738 0.804 1.995
17 H 1.355 1.833 -1.573
18 H 2.223 0.406 -1.427
19 H 3.018 1.878 -0.777
20 H 0.034 -2.581 -1.040
21 H 0.694 -2.076 0.472
22 H 1.542 -1.868 -1.100
23 H 0.752 1.582 0.893
24 H 0.274 0.129 -1.804
25 H -3.680 -0.534 1.844

Computed properties:
LUMO energy (alpha / beta) in eV: -3.6 / -3.6
Charge: +1
ΔE to the lowest compared entry with this formula, charge and spin in eV: 3.4461



(5)
The following is a DFT calculation (ωB97M-V/def2-TZVPD) of a structure of composition C39H38N2P2Ru.

Positions of all 82 atoms, in Å:
1 Ru -0.227 -0.560 -0.470
2 C -3.056 -0.284 -2.171
3 P -2.363 0.429 -0.583
4 C -2.499 2.217 -0.785
5 C -2.623 3.051 0.327
6 C -2.631 4.430 0.164
7 C -2.494 4.982 -1.102
8 C -2.328 4.157 -2.206
9 C -2.328 2.778 -2.049
10 C -3.589 -0.139 0.637
11 C -4.628 0.629 1.153
12 C -5.538 0.062 2.040
13 C -5.430 -1.272 2.399
14 C -4.413 -2.057 1.863
15 C -3.495 -1.489 0.993
16 C -1.965 -0.852 -2.993
17 C -1.877 -1.139 -4.402
18 C -0.650 -1.687 -4.610
19 C 0.010 -1.720 -3.327
20 C 1.367 -2.172 -2.945
21 P 1.792 -1.520 -1.258
22 C 2.450 0.149 -1.629
23 C 1.897 0.932 -2.643
24 C 2.301 2.254 -2.811
25 C 3.251 2.801 -1.969
26 C 3.806 2.028 -0.953
27 C 3.406 0.715 -0.780
28 C 3.212 -2.513 -0.756
29 C 3.040 -3.519 0.192
30 C 4.100 -4.354 0.521
31 C 5.331 -4.179 -0.092
32 C 5.508 -3.177 -1.041
33 C 4.451 -2.346 -1.379
34 N -0.812 -1.218 -2.373
35 H -3.659 0.436 -2.719
36 H -3.723 -1.097 -1.869
37 H -2.693 2.628 1.321
38 H -2.743 5.074 1.028
39 H -2.515 6.057 -1.230
40 H -2.205 4.587 -3.193
41 H -2.186 2.147 -2.920
42 H -4.747 1.662 0.855
43 H -6.345 0.665 2.438
44 H -6.144 -1.708 3.086
45 H -4.352 -3.110 2.115
46 H -2.711 -2.102 0.564
47 H -2.655 -0.967 -5.131
48 H -0.233 -2.036 -5.545
49 H 2.112 -1.839 -3.669
50 H 1.408 -3.266 -2.930
51 H 1.168 0.522 -3.330
52 H 1.878 2.849 -3.612
53 H 3.570 3.827 -2.105
54 H 4.554 2.453 -0.295
55 H 3.840 0.119 0.015
56 H 2.074 -3.660 0.667
57 H 3.963 -5.145 1.248
58 H 6.159 -4.827 0.166
59 H 6.471 -3.045 -1.518
60 H 4.592 -1.565 -2.117
61 C 0.215 -1.047 5.003
62 N 0.100 -1.336 3.590
63 C -1.232 -1.367 3.026
64 C 1.233 -1.095 2.715
65 C 1.140 0.348 2.240
66 C 1.668 1.322 3.102
67 C 1.684 2.647 2.729
68 C 1.169 2.996 1.484
69 C 0.626 2.031 0.650
70 C 0.560 0.670 1.006
71 H -0.498 -1.657 5.559
72 H -0.030 0.006 5.177
73 H 1.226 -1.243 5.348
74 H -1.860 -2.044 3.607
75 H -1.183 -1.698 2.000
76 H -1.679 -0.371 3.059
77 H 1.185 -1.777 1.868
78 H 2.149 -1.266 3.274
79 H 2.106 1.026 4.053
80 H 2.115 3.394 3.384
81 H 1.185 4.033 1.163
82 H 0.264 2.349 -0.316

Computed properties:
2S+1: 5
LUMO energy (alpha / beta) in eV: -4.7 / -8.0
Charge: +2
ΔE to the lowest compared entry with this formula, charge and spin in eV: 0.0000



(6)
The following is a DFT calculation (ωB97M-V/def2-TZVPD) of an isolated molecule of C2H5B.

Positions of all 8 atoms, in Å:
1 B 1.297 -0.202 -0.064
2 C -0.151 0.311 -0.199
3 C -1.300 -0.243 0.033
4 H 1.976 -0.649 -0.921
5 H 1.810 0.024 1.055
6 H -0.125 1.409 -0.387
7 H -2.056 0.465 -0.072
8 H -1.450 -1.115 0.555

Computed properties:
SMILES string: BC=C
LUMO energy in eV: 0.2
ΔE to the lowest compared entry with this formula, charge and spin in eV: 0.7335



(7)
The following is a DFT calculation (ωB97M-V/def2-TZVPD) of a structure of composition C46H44Cl2KN5O7P2.

Positions of all 107 atoms, in Å:
1 K 1.062 0.942 1.578
2 O 2.956 2.442 1.378
3 C 2.784 2.116 0.190
4 O 2.542 0.958 -0.228
5 C 2.736 3.201 -0.872
6 C 3.830 3.759 -1.431
7 C 3.695 4.678 -2.510
8 C 2.448 4.963 -3.021
9 C 1.301 4.437 -2.438
10 C 1.381 3.560 -1.270
11 O 0.410 3.118 -0.637
12 N 0.061 4.778 -3.042
13 O -0.997 4.483 -2.500
14 O 0.074 5.384 -4.120
15 N 4.840 5.282 -3.086
16 O 5.946 5.016 -2.622
17 O 4.705 6.059 -4.031
18 H 4.822 3.504 -1.082
19 H 2.358 5.609 -3.879
20 Cl -3.156 4.220 1.822
21 C -1.793 4.576 0.744
22 Cl -0.360 4.968 1.689
23 H -2.060 5.427 0.131
24 H -1.569 3.711 0.131
25 N -0.371 2.246 3.706
26 C -0.945 1.486 4.809
27 C -2.160 0.685 4.341
28 C -1.820 -0.404 3.324
29 N -1.421 0.166 2.045
30 H 0.490 2.700 3.993
31 H -1.015 2.964 3.401
32 H -1.262 2.123 5.653
33 H -0.185 0.798 5.188
34 H -2.892 1.375 3.900
35 H -2.624 0.217 5.215
36 H -2.688 -1.080 3.236
37 H -0.979 -0.991 3.702
38 H -2.182 0.691 1.627
39 H -1.156 -0.571 1.401
40 C 0.125 0.540 -2.277
41 N -0.379 -0.771 -1.842
42 P 0.519 -1.522 -0.503
43 C -0.206 -3.202 -0.918
44 C -0.953 -3.882 0.041
45 C -1.595 -5.074 -0.266
46 C -1.504 -5.605 -1.544
47 C -0.753 -4.944 -2.506
48 C -0.113 -3.756 -2.193
49 C 2.171 -1.757 -1.252
50 C 2.459 -1.633 -2.607
51 C 3.754 -1.821 -3.067
52 C 4.771 -2.130 -2.176
53 C 4.490 -2.243 -0.821
54 C 3.198 -2.051 -0.359
55 P -2.025 -1.036 -1.353
56 C -2.646 -1.993 -2.808
57 C -3.659 -2.918 -2.575
58 C -4.194 -3.665 -3.615
59 C -3.726 -3.483 -4.907
60 C -2.708 -2.569 -5.148
61 C -2.162 -1.839 -4.104
62 C -2.978 0.499 -1.724
63 C -2.860 1.263 -2.885
64 C -3.626 2.403 -3.056
65 C -4.542 2.783 -2.085
66 C -4.703 2.007 -0.948
67 C -3.919 0.877 -0.767
68 H 1.107 0.725 -1.842
69 H -0.515 1.365 -1.981
70 H 0.229 0.564 -3.370
71 H -1.034 -3.470 1.041
72 H -2.175 -5.589 0.491
73 H -2.013 -6.528 -1.795
74 H -0.671 -5.352 -3.507
75 H 0.464 -3.250 -2.954
76 H 1.681 -1.359 -3.308
77 H 3.972 -1.711 -4.123
78 H 5.785 -2.264 -2.535
79 H 5.288 -2.459 -0.121
80 H 2.977 -2.086 0.704
81 H -4.015 -3.061 -1.560
82 H -4.970 -4.396 -3.417
83 H -4.144 -4.060 -5.724
84 H -2.337 -2.429 -6.157
85 H -1.340 -1.158 -4.291
86 H -2.167 0.970 -3.660
87 H -3.493 3.007 -3.943
88 H -5.128 3.684 -2.216
89 H -5.422 2.293 -0.192
90 H -4.050 0.267 0.120
91 C 2.596 -0.178 6.967
92 C 2.783 0.685 5.868
93 C 2.473 0.269 4.598
94 C 1.961 -1.031 4.343
95 C 1.615 -1.424 3.010
96 C 1.234 -2.748 2.874
97 C 1.131 -3.654 3.955
98 C 1.393 -3.240 5.234
99 C 1.820 -1.912 5.464
100 C 2.133 -1.449 6.765
101 H 2.840 0.163 7.968
102 H 3.179 1.680 6.036
103 H 2.643 0.930 3.753
104 H 0.994 -3.135 1.882
105 H 0.828 -4.684 3.775
106 H 1.299 -3.920 6.076
107 H 2.010 -2.130 7.603

Computed properties:
LUMO energy in eV: 3.7
Charge: -2



(8)
The following is a DFT calculation (ωB97M-V/def2-TZVPD) of an isolated molecule of C5H8O2.

Positions of all 15 atoms, in Å:
1 C 0.977 -0.109 -1.314
2 C 0.068 0.230 -0.157
3 C 0.648 0.699 1.187
4 O -0.117 -0.262 1.920
5 C -0.585 -0.895 0.709
6 C -2.008 -0.767 0.402
7 O -0.949 1.076 -0.699
8 H 1.938 -0.517 -0.987
9 H 0.497 -0.828 -1.986
10 H 1.152 0.810 -1.884
11 H 0.403 1.736 1.453
12 H 1.729 0.540 1.300
13 H -0.167 -1.909 0.610
14 H -2.128 -1.265 -0.581
15 H -1.459 1.462 0.028

Computed properties:
LUMO energy in eV: -0.4
ΔE to the lowest compared entry with this formula, charge and spin in eV: 5.3245



(9)
The following is a DFT calculation (ωB97M-V/def2-TZVPD) of a cluster of 11 separate species, C20H60ClO14S10 in total.

Positions of all 105 atoms, in Å:
1 Cl 0.670 0.469 0.521
2 O 0.252 0.225 1.894
3 O -0.470 0.349 -0.296
4 O 1.074 1.807 0.261
5 O 1.709 -0.441 0.170
6 C 2.632 -0.560 -3.298
7 S 3.659 0.775 -2.382
8 O 4.994 0.886 -3.147
9 C 2.693 2.127 -3.223
10 H 1.701 -0.649 -2.738
11 H 3.157 -1.514 -3.250
12 H 2.370 -0.344 -4.334
13 H 2.473 1.924 -4.271
14 H 3.366 2.982 -3.154
15 H 1.801 2.425 -2.672
16 C -2.105 0.005 -6.014
17 S -2.499 1.568 -5.155
18 O -3.775 1.263 -4.396
19 C -1.110 1.567 -3.910
20 H -2.122 -0.823 -5.306
21 H -1.117 0.157 -6.448
22 H -2.819 -0.105 -6.831
23 H -1.167 0.946 -3.016
24 H -0.861 2.591 -3.632
25 H -0.319 1.115 -4.508
26 C 3.666 5.345 -1.467
27 S 5.289 4.513 -1.280
28 O 5.579 3.531 -2.449
29 C 4.474 3.536 0.146
30 H 3.041 4.572 -1.913
31 H 3.685 6.171 -2.178
32 H 3.412 5.886 -0.556
33 H 3.393 3.473 0.021
34 H 4.707 3.826 1.170
35 H 4.862 2.525 0.021
36 C 4.313 -2.638 5.776
37 S 4.388 -2.410 3.952
38 O 5.480 -1.425 3.673
39 C 2.729 -1.648 3.571
40 H 3.278 -2.973 5.854
41 H 4.378 -1.685 6.301
42 H 4.942 -3.473 6.083
43 H 2.279 -1.213 4.463
44 H 2.085 -2.342 3.030
45 H 2.856 -0.869 2.819
46 C -1.803 -4.588 -2.765
47 S -0.480 -3.796 -3.740
48 O -0.975 -3.703 -5.174
49 C -0.490 -1.996 -3.025
50 H -2.650 -3.907 -2.840
51 H -1.432 -4.686 -1.745
52 H -1.977 -5.592 -3.152
53 H 0.008 -1.971 -2.056
54 H -1.512 -1.620 -3.070
55 H 0.020 -1.491 -3.846
56 C 0.005 3.948 3.319
57 S -0.834 5.125 2.169
58 O -0.608 6.503 2.866
59 C 0.310 5.149 0.737
60 H -0.762 3.531 3.972
61 H 0.673 4.511 3.972
62 H 0.456 3.082 2.834
63 H 0.384 4.240 0.141
64 H 1.328 5.449 0.986
65 H 0.019 5.904 0.006
66 C 1.515 -5.295 -0.836
67 S 1.339 -4.140 0.619
68 O 1.344 -5.070 1.836
69 C 3.105 -3.515 0.598
70 H 1.744 -4.791 -1.775
71 H 0.617 -5.856 -1.093
72 H 2.271 -6.069 -0.702
73 H 3.762 -4.293 0.986
74 H 3.256 -2.635 1.223
75 H 3.371 -3.222 -0.417
76 C -1.521 -3.207 2.743
77 S -3.015 -2.517 1.849
78 O -2.890 -2.807 0.336
79 C -4.214 -3.710 2.506
80 H -0.680 -2.523 2.635
81 H -1.190 -4.189 2.406
82 H -1.787 -3.357 3.790
83 H -3.939 -4.751 2.335
84 H -5.202 -3.498 2.097
85 H -4.222 -3.525 3.580
86 C -3.031 2.689 -0.876
87 S -4.547 1.993 -0.288
88 O -5.702 2.775 -0.926
89 C -4.385 0.382 -1.151
90 H -2.189 2.294 -0.308
91 H -2.967 3.774 -0.805
92 H -2.955 2.548 -1.954
93 H -5.370 -0.083 -1.184
94 H -3.675 -0.250 -0.616
95 H -4.087 0.504 -2.193
96 C -4.750 -0.127 4.447
97 S -4.253 1.595 3.989
98 O -3.523 2.240 5.186
99 C -2.818 1.194 2.852
100 H -5.075 -0.671 3.560
101 H -5.513 -0.080 5.225
102 H -3.903 -0.647 4.894
103 H -2.430 2.109 2.402
104 H -3.139 0.492 2.083
105 H -2.061 0.700 3.461

Computed properties:
2S+1: 2
LUMO energy (alpha / beta) in eV: -1.8 / -6.5